# C12H33N12O17

A 9-piece molecular cluster, C12H33N12O17 overall at a distorted geometry (wB97M-V/def2-TZVPD, the OMol25 dataset).

```
! wB97M-V def2-TZVPD RIJCOSX def2/J DEFGRID3
* xyz 1 1
O -1.91 3.60 -2.65
N 0.21 0.20 0.54
H 0.39 5.09 -4.29
H -4.14 -1.64 4.19
O -7.34 -2.13 5.48
O 7.24 3.35 -7.22
C -4.87 -1.89 5.02
C -10.17 -3.76 4.10
O 4.54 -3.17 5.05
H 8.15 3.56 -5.19
C 8.59 2.57 -5.23
N -8.49 -2.54 4.91
H -6.18 -3.51 4.25
H -10.77 -4.68 3.88
O 2.56 -3.95 4.65
H 0.61 4.21 -2.75
N -1.38 4.46 -3.33
O 7.25 0.76 -5.76
H 1.90 -5.06 2.20
H 9.37 2.45 -4.49
H -9.78 0.22 4.95
O -4.13 0.86 4.04
H -1.74 1.62 3.37
O 0.59 -0.70 1.27
H 0.63 -3.82 1.96
H 1.65 -1.96 5.62
H 3.07 -1.82 6.70
C 0.05 4.26 -3.68
N -10.55 -2.42 3.73
H 3.08 -1.03 5.09
H -2.96 2.74 2.68
N -9.20 -0.35 4.32
N 7.52 1.59 -4.92
N 1.95 -4.05 0.35
H -6.50 -1.88 3.48
H 6.27 2.90 -10.23
H -8.40 0.04 3.82
O -3.87 -0.07 2.10
H 3.81 1.10 -4.76
H 8.97 2.36 -6.23
H 1.45 -0.14 -1.10
N -8.94 -3.81 4.80
H -0.17 -0.89 -1.20
O -1.92 5.46 -3.76
O -0.29 1.25 0.91
H 4.10 -0.02 -3.38
H -5.07 -0.94 5.61
O 3.36 2.65 -2.23
C -9.47 -1.68 4.29
N 3.02 1.71 -2.93
C 0.39 0.00 -0.92
H -2.14 1.53 1.64
C 6.06 2.92 -9.16
H 5.03 1.50 -3.52
N 7.31 3.29 -8.44
H 0.02 0.87 -1.44
O 8.30 3.50 -9.10
O 1.75 -3.01 -0.23
H 0.13 3.32 -4.23
H 2.33 -3.32 2.27
C 2.73 -1.88 5.67
H 5.76 1.94 -8.81
C 4.08 1.02 -3.71
C -6.29 -2.40 4.48
H -8.43 -4.62 5.19
C 1.68 -4.07 1.81
O 6.98 1.70 -3.82
O 2.35 -5.09 -0.16
H -4.49 -2.68 5.75
N -3.60 0.76 2.95
H 5.31 3.67 -8.92
O 1.88 1.28 -3.03
C -2.52 1.74 2.63
N 3.33 -3.10 5.08
*
```

Properties
Relative energy (zero: lowest compared OMol25 entry of this formula, charge and spin), kcal/mol: 38.6
Orbital gap, eV: 8.5
LUMO, eV: -3.77
Total energy, Ha: -2412.0410